(1)
95
Properties=species:S:1:pos:R:3:forces:R:3 method="wB97M-V/def2-TZVPD" orbital_gap_ha="0.2190 / 0.0928" e_tot_ha=-5025.35148 multiplicity=5 molar_mass_g_mol=790.10 total_charge=+3 s_squared=6.0855
C -4.143 0.400 -3.805 -0.7138 0.2644 -0.8022
H -0.090 -5.729 1.616 0.2422 0.2978 0.1882
C 3.358 -1.590 -3.135 -0.3842 0.1770 -0.2282
H -0.754 0.765 -3.409 -0.5688 -0.3471 -0.3963
C -0.071 -3.602 2.286 -0.0855 0.0370 0.2142
H 3.702 0.982 0.910 -0.0409 0.1271 -0.0881
C 2.151 0.239 -2.045 0.3790 -0.4792 -0.0770
H -1.986 2.412 6.598 0.0178 0.0384 -0.1153
H -3.181 1.211 -6.971 0.0982 0.0247 0.3511
N 1.675 -0.652 -1.096 0.4194 -0.3688 -0.0111
H -1.486 -4.076 3.867 0.0827 0.1542 -0.3942
O 1.969 0.389 3.020 -2.3095 -0.3657 -2.5459
H -5.257 0.807 -5.632 0.7320 0.0096 0.2714
C 2.867 3.507 1.712 -0.0300 0.2107 0.2180
C 1.142 0.269 2.210 3.6760 0.0542 3.5866
C 0.780 -2.858 3.325 0.0600 0.1827 -0.0046
Pd 0.252 -0.007 0.498 -0.6516 -0.3965 -0.9366
H 3.033 0.393 -3.988 0.3497 -0.2059 0.1011
H 0.129 -3.543 -2.271 -0.2826 0.1152 0.0143
C -1.633 1.996 5.661 0.0562 -0.2241 -0.3204
H -2.970 -3.063 0.786 -0.0193 -0.2116 -0.3496
H 2.151 4.325 1.837 0.2514 -0.1652 -0.0466
C 2.068 -1.927 -1.150 0.0889 -0.6268 0.6079
N -0.645 0.853 3.323 -0.7521 0.2653 -0.1439
H -2.084 2.177 -0.381 0.0595 0.1598 0.1191
C -3.082 1.008 -5.901 0.3012 -0.0644 -0.7202
H -1.586 -3.638 -2.673 0.1833 0.2157 0.2058
C -1.006 2.785 4.695 0.1568 -0.4076 -0.4945
H 2.650 2.735 2.460 0.1373 0.1637 -0.1433
H 0.971 5.230 0.087 -0.3620 -0.1119 0.1123
C -1.656 3.005 0.193 0.3178 -0.4903 0.0757
C -2.638 -0.100 -1.865 4.0924 1.0519 0.9222
H 4.892 2.255 0.748 -0.2106 0.0168 -0.2278
P -0.053 -2.541 0.656 -0.2921 -1.6334 -0.1133
C 3.120 4.028 -0.766 0.3085 0.3663 -0.1576
H -0.876 3.859 4.808 -0.0553 -0.2595 0.1426
C -1.250 -3.409 -0.549 -0.2988 0.1370 -0.1038
C -0.520 2.166 3.536 -0.1994 0.3421 0.7196
H 0.774 -3.430 4.269 0.0151 0.2443 -0.3767
C 0.527 -5.022 2.180 -0.0077 -0.1503 -0.2271
H 0.602 -5.430 3.202 0.0244 0.2459 -0.3211
N -1.779 -0.112 -1.036 -3.0223 0.2329 -1.8174
H -1.308 4.525 -1.967 0.1948 -0.2078 0.0264
C 2.869 -0.292 -3.160 -0.2463 0.5651 0.3439
H -2.354 3.860 0.133 0.3186 -0.3824 0.0221
C -0.508 3.777 -1.857 0.0111 0.2650 -0.2163
H -0.256 -5.371 -0.483 -0.2355 0.0044 0.0516
C 2.897 2.934 0.297 -0.9850 -0.0531 0.4276
C -2.665 -2.888 -0.252 -0.1431 0.1154 -0.1368
C -4.259 0.739 -5.163 -0.8968 -0.4043 1.7494
H 1.406 -3.918 -0.655 0.2657 0.1578 0.0439
H -1.756 -5.283 0.505 0.2378 0.0870 -0.2689
H 2.954 5.026 -0.351 0.1925 -0.1893 -0.0251
H 4.228 1.482 -0.709 0.0481 0.1062 0.1466
H -2.732 -1.814 -0.406 -0.0554 -0.5103 0.2618
H 0.385 4.184 -2.343 -0.1120 -0.0296 0.0782
H 1.824 -2.769 2.999 -0.1314 0.0481 0.1279
C 1.560 -2.953 -0.159 -0.4428 0.1853 0.6448
H 0.384 -1.858 3.537 0.1486 -0.1940 -0.0010
C -1.330 0.099 4.191 -0.1171 0.3491 0.6114
C -1.810 1.026 -5.296 0.4344 -0.3592 1.2954
C -0.302 3.475 -0.371 0.3912 0.3045 -0.4877
C -2.870 0.258 -3.243 -1.0214 0.2606 0.9271
C 2.046 1.631 -1.823 -2.4344 -0.7732 -0.9506
C -0.857 -3.130 -2.021 -0.0959 0.0645 0.2057
H -2.012 -2.729 2.837 -0.0176 -0.1931 0.0218
C 2.993 -2.414 -2.082 0.3084 0.3644 -0.2512
H -3.387 -3.350 -0.943 0.1387 -0.0567 0.3041
H 4.147 3.974 -1.141 -0.0573 0.1131 0.1110
H -4.974 0.306 -3.104 -0.1219 -0.2661 -0.6978
C -1.515 -3.708 2.827 0.0128 0.0290 0.0263
H 3.875 3.902 1.921 -0.3781 -0.0600 0.0439
H 3.426 -3.410 -1.968 -0.3749 0.2432 -0.0947
H 2.238 2.288 -2.685 0.1739 -0.3018 0.6785
C 0.042 4.751 0.418 0.1941 0.1498 -0.0110
H 0.111 4.541 1.495 -0.0192 0.1235 -0.3408
H -1.493 -0.946 3.938 0.1076 0.2066 0.1401
H -0.910 1.292 -5.871 -0.6101 -0.0687 0.3566
H -1.842 -5.346 -1.253 0.1408 0.1367 0.2447
H -0.784 5.474 0.289 0.3691 -0.3120 -0.0255
H -0.010 2.756 2.768 -0.0079 -0.2828 0.3175
C 3.980 1.845 0.292 -0.0392 -0.2500 -0.1041
H 2.477 3.949 -1.654 0.2289 0.1607 0.3842
H 2.276 -3.135 0.651 0.1565 0.1998 -0.2164
H -2.135 -4.416 2.261 0.2023 0.2960 0.1815
C -1.715 0.675 -3.943 1.5533 0.5699 -1.9467
H 1.538 -5.017 1.755 -0.1515 -0.0525 0.1175
C -1.262 -4.940 -0.410 -0.0255 -0.2088 -0.1074
C -1.820 0.637 5.393 -0.0079 -0.1796 -0.2067
H 3.965 -1.967 -3.951 0.0494 0.0862 0.1071
P 1.183 2.142 -0.276 0.5984 1.0391 0.1736
H -0.865 -2.063 -2.261 0.1422 -0.1043 -0.0201
H -0.815 2.876 -2.403 0.0431 0.1172 0.0753
Br -2.743 -0.475 6.641 0.4128 0.4016 -0.5912
H -1.585 2.699 1.244 -0.1104 0.0634 -0.2350

***

(2)
101
Properties=species:S:1:pos:R:3:forces:R:3 method="wB97M-V/def2-TZVPD" orbital_gap_ha=0.2174 e_tot_ha=-6336.91056 multiplicity=1 molar_mass_g_mol=829.86 total_charge=+1 e_above_lowest_ev=0.569
H -1.282 -4.454 1.751 0.0311 0.0151 -0.0363
C -1.466 -0.768 2.696 -0.1227 0.0276 0.2673
N -0.614 1.401 2.259 -0.0444 0.3744 -0.0093
H 0.282 5.177 3.024 0.0103 -0.0126 0.0248
C 1.850 0.813 -4.358 0.0553 0.0137 -0.0372
H 2.406 0.491 -5.229 -0.0232 0.0139 -0.0084
H -0.163 -2.905 -5.501 -0.0058 -0.0447 0.0106
H -5.200 -4.069 -4.471 0.0026 -0.0086 0.0184
H -4.868 -5.639 -2.280 -0.0133 0.0267 -0.0163
C 4.000 -0.999 -1.326 -0.3723 0.0359 -0.0664
H -3.691 -4.095 -5.383 -0.0316 -0.0084 0.0323
H -2.125 2.640 -3.397 -0.0249 -0.0014 -0.0192
O -1.915 -0.018 -0.068 -0.9209 -0.4011 0.1352
C -1.363 -3.420 2.052 -0.1535 -0.1699 0.2088
N 0.992 -0.436 -0.952 -0.1473 -0.4337 0.3135
H 0.118 3.451 -3.160 -0.0186 -0.0116 -0.0292
C 1.271 2.070 -4.314 0.0381 -0.0388 -0.0665
C 2.797 3.416 0.671 -0.0349 -0.2429 -0.1312
Si -1.563 3.200 -1.003 -0.7507 0.5444 -0.0513
N -1.485 -3.948 -4.280 -0.0500 -0.0088 0.0358
C -1.457 -5.162 -5.084 0.0504 -0.0553 -0.0720
H 3.825 5.289 0.644 0.0111 -0.0182 -0.0145
H -4.378 -0.298 -2.902 0.0113 0.0057 0.0256
H -0.449 -2.172 -3.910 -0.0127 0.0848 0.0228
H 3.201 -2.178 1.699 -0.0200 -0.0546 -0.0459
C -4.237 -4.576 -4.577 -0.0553 -0.0370 -0.0407
C -2.220 -3.036 3.044 0.1242 0.0282 -0.1661
C 2.976 4.734 1.019 -0.1086 0.0211 0.0574
C -4.926 -0.367 -1.965 -0.0388 -0.0295 -0.1698
C 0.771 3.342 2.000 0.2846 -0.1071 -0.3149
H 2.583 -3.634 -1.815 0.0063 0.0382 -0.0201
H -5.452 -1.323 -1.933 0.0506 -0.0230 -0.0081
H 1.381 2.750 -5.148 -0.0209 0.0137 0.0077
C -0.572 -2.453 1.414 0.1819 0.1972 -0.0120
C 0.982 4.683 2.361 -0.0607 -0.0146 0.0365
S -1.950 -2.844 -1.894 0.0636 -0.1527 0.0247
H -5.047 -1.442 0.550 -0.0021 0.0048 -0.0575
H 1.770 -1.173 1.923 0.0562 -0.0441 0.1286
C 2.059 5.367 1.865 -0.0097 0.2279 0.0571
H -3.794 -0.382 1.218 -0.0125 0.0204 0.0167
H -2.095 -5.926 -4.648 0.0174 0.0345 -0.0154
H 3.495 2.910 0.017 0.0138 0.0206 0.0056
N -0.594 -1.177 1.731 -0.1276 -0.1976 0.0111
O 1.525 1.437 0.799 1.4855 0.7840 0.4914
C 1.746 -0.028 -3.261 -0.1373 -0.1159 0.2026
C -2.731 3.046 0.492 0.2921 -0.0345 -0.1473
H 0.084 4.984 -0.319 -0.0078 -0.0190 0.0300
H -2.836 -3.756 3.567 -0.0201 -0.0116 -0.0222
C -1.527 0.623 2.985 -0.4308 -0.2111 0.4032
H -0.739 3.056 3.497 -0.0534 -0.0485 0.0041
C 1.956 -3.296 -0.987 0.0637 0.3004 0.0648
N -3.507 -4.474 -3.322 0.0520 0.0432 0.0316
H -3.694 -4.771 -1.267 -0.0005 -0.0161 0.0271
C -2.655 3.095 -2.559 0.2721 -0.0667 0.2057
N -4.014 -0.272 -0.847 0.0242 0.0597 0.2087
H 0.105 -2.744 0.622 -0.0454 -0.0169 -0.0329
H -4.428 -5.618 -4.843 -0.0093 0.0207 -0.0458
Si 2.346 -1.487 -0.543 0.6634 -0.4828 0.3833
H 2.159 -3.963 -0.145 0.0071 0.0104 0.0124
C 0.387 1.606 -2.102 0.5113 -0.2150 -0.4228
C -2.718 -0.102 -1.020 -0.0379 0.4408 -0.0045
H -5.336 0.309 0.675 -0.0085 -0.0062 -0.0554
C -2.454 1.079 3.896 0.2560 0.1108 -0.2938
C 1.686 2.690 1.130 -0.0192 0.7857 0.5506
H -2.730 2.051 0.934 -0.1130 0.0071 0.0312
H -2.553 2.138 4.095 0.0061 0.0113 -0.0128
H 0.577 -3.603 -4.044 -0.0092 0.0037 0.0140
H 0.915 -3.424 -1.287 -0.0565 0.0062 -0.0278
C -4.325 -4.702 -2.146 0.0066 0.0086 -0.0111
C -0.315 -3.107 -4.439 0.1357 0.0741 -0.0493
C -0.278 2.596 2.622 0.0898 -0.3115 0.1434
H 4.026 0.063 -1.577 0.0247 0.0170 0.0329
C 0.549 2.458 -3.196 -0.0237 0.0373 0.1562
H 3.300 -0.433 1.488 -0.0154 0.0341 -0.0328
C 2.665 -1.304 1.321 -0.1131 -0.0849 -0.3180
H -1.553 5.629 -0.483 -0.0463 -0.0349 0.0189
H -1.768 -4.973 -6.114 0.0091 -0.0398 0.0080
C 1.050 0.349 -2.113 0.0087 0.5260 -0.6939
C -2.327 -3.797 -3.237 -0.1177 -0.0824 0.0735
C -2.313 -1.667 3.382 0.1869 0.1464 -0.1207
H -2.472 3.772 1.266 0.0275 -0.0272 0.0412
H 2.214 -1.005 -3.282 0.0095 -0.0229 -0.0625
H 4.805 -1.198 -0.616 -0.0451 -0.0359 0.0650
H -3.859 -1.855 4.874 -0.0224 0.0037 -0.0169
C -0.827 4.941 -0.920 0.0878 -0.3446 -0.1835
H -3.752 3.271 0.177 0.0026 0.0331 -0.0666
H -2.953 4.099 -2.868 -0.0307 0.0121 0.0130
C -3.300 0.183 4.567 -0.0894 -0.2149 0.1076
H -5.664 0.435 -1.918 0.0217 0.0127 -0.0042
N -0.398 1.903 -0.984 -0.2060 0.1681 0.1734
H -4.018 0.570 5.276 0.0136 0.0012 0.0114
C -4.584 -0.456 0.477 0.0671 -0.0302 0.1129
H -3.570 2.523 -2.385 0.0075 -0.0249 0.0625
Ti 0.003 0.554 0.351 -0.5739 -0.7666 -1.0975
Br 2.312 7.188 2.331 -0.0018 -0.1544 -0.0557
H -5.049 -3.896 -1.993 0.0125 0.0102 -0.0081
H -2.396 0.024 -2.054 0.0949 -0.0251 0.0340
H 4.217 -1.558 -2.236 -0.0105 0.0215 -0.0209
H -0.434 -5.542 -5.103 0.0048 0.0204 0.0042
H -0.583 5.324 -1.913 0.0330 -0.0026 -0.0033
C -3.221 -1.164 4.338 -0.0582 0.1040 0.0596